Formula: C19H24N4NiO4S
Source: OMol25
Level of theory: the ωB97M-V functional and the def2-TZVPD basis

The HOMO energy (spin up / spin down) comes out at -7.26 / -7.29 eV. The spin multiplicity is 3. The HOMO-LUMO gap (spin up / spin down) is 7.590 / 7.244 eV. The lowest unoccupied orbital energy (spin up / spin down) is 0.3 / 0.0 eV. The total energy is -86124.2427 eV. The energy above the lowest of the compared OMol25 structures with the same formula, charge and spin comes out at 21.4 kJ/mol. The expectation value of S² is 2.0068.

XYZ file:
```
53
C19H24N4NiO4S (the ωB97M-V functional and the def2-TZVPD basis)
Ni 0.192 0.443 -1.036
N 0.137 -1.263 -2.460
C 0.585 -2.285 -1.508
C 0.671 -3.705 -2.097
C -0.289 -4.682 -1.403
C 0.326 -5.301 -0.138
N 0.905 -4.306 0.737
C 0.280 -3.560 1.645
N -0.969 -3.830 2.071
N 0.926 -2.558 2.213
C 1.915 -1.749 -0.849
O 2.648 -2.578 -0.290
O 2.087 -0.517 -0.905
H -0.788 -1.483 -2.825
H 0.788 -1.189 -3.241
H -0.144 -2.270 -0.687
H 1.694 -4.078 -2.013
H 0.427 -3.664 -3.162
H -0.554 -5.495 -2.080
H -1.209 -4.157 -1.136
H 1.140 -5.975 -0.422
H -0.429 -5.898 0.384
H 1.739 -3.826 0.327
H -1.424 -4.700 1.867
H -1.329 -3.273 2.826
H 1.793 -2.268 1.781
H 0.402 -1.770 2.682
S -1.758 1.187 -1.722
C -1.884 2.914 -1.607
C -0.744 3.713 -1.554
C -0.864 5.084 -1.470
C -2.120 5.672 -1.445
C -3.258 4.881 -1.516
C -3.149 3.508 -1.602
H 0.228 3.233 -1.588
H 0.024 5.699 -1.435
H -2.216 6.746 -1.381
H -4.236 5.342 -1.516
H -4.031 2.887 -1.658
O -0.099 -0.300 3.043
C 0.019 0.304 1.958
O -0.234 -0.240 0.851
C 0.532 1.723 1.978
C 0.490 2.456 3.159
C 1.001 3.741 3.200
C 1.580 4.295 2.069
C 1.655 3.558 0.898
C 1.131 2.279 0.852
H 0.056 2.003 4.037
H 0.971 4.306 4.120
H 1.972 5.302 2.093
H 2.142 3.976 0.029
H 1.267 1.674 -0.076
```

=====

Formula: C52H56BaF9NO8P4
Source: OMol25
Level of theory: the ωB97M-V functional and the def2-TZVPD basis

The HOMO energy comes out at -13.15 eV. The spin multiplicity is 1. The HOMO-LUMO gap is 8.794 eV. The lowest unoccupied orbital energy is -4.4 eV. Its total charge is +2. The total energy is -135003.8199 eV. The energy above the lowest of the compared OMol25 structures with the same formula, charge and spin comes out at 0.0 kJ/mol.

XYZ file:
```
131
C52H56BaF9NO8P4 (the ωB97M-V functional and the def2-TZVPD basis)
Ba 0.198 -0.218 0.272
N 0.646 3.095 1.269
P 1.644 2.419 0.042
C 2.117 3.864 -0.861
C 1.730 4.060 -2.178
C 2.137 5.228 -2.794
C 2.890 6.145 -2.070
C 3.253 5.963 -0.750
C 2.856 4.793 -0.129
C 3.188 1.908 0.836
C 3.431 1.971 2.199
C 4.659 1.590 2.709
C 5.664 1.161 1.834
C 5.430 1.101 0.471
C 4.181 1.442 -0.023
P -0.376 2.203 2.357
C -0.345 3.240 3.822
C 0.621 4.214 4.047
C 0.445 5.124 5.073
C -0.656 5.011 5.903
C -1.602 4.016 5.703
C -1.446 3.118 4.673
C -2.070 2.545 1.805
C -2.418 3.820 1.371
C -3.734 4.104 1.028
C -4.681 3.090 1.103
C -4.333 1.810 1.496
C -3.010 1.525 1.824
H 0.957 4.008 1.601
H 1.111 3.327 -2.699
H 1.848 5.431 -3.817
H 3.225 7.054 -2.569
H 3.845 6.705 -0.219
H 3.169 4.595 0.898
H 2.673 2.357 2.882
H 4.854 1.656 3.775
H 6.646 0.892 2.211
H 6.256 0.823 -0.185
H 4.024 1.473 -1.113
H 1.511 4.288 3.437
H 1.157 5.912 5.235
H -0.805 5.742 6.694
H -2.468 3.978 6.355
H -2.217 2.376 4.469
H -1.686 4.619 1.359
H -4.028 5.111 0.725
H -5.727 3.307 0.878
H -5.097 1.043 1.573
H -2.742 0.543 2.197
O -1.389 2.222 -1.210
H -1.497 3.070 -0.776
H -2.043 2.223 -1.921
O 2.796 -1.259 -0.433
H 3.573 -0.734 -0.143
H 3.026 -1.596 -1.323
O -2.517 -0.848 -0.213
H -2.850 -1.432 0.487
H -3.083 -0.069 -0.219
O 1.965 -0.731 2.507
H 2.545 -0.014 2.785
H 2.577 -1.416 2.214
O 0.141 -3.430 0.167
C 1.176 -3.553 0.599
C -2.176 -1.049 6.375
C -1.657 -0.526 5.065
O -0.974 -1.642 4.461
P -0.883 -1.816 2.856
O -2.326 -2.334 2.319
C -3.041 -3.390 2.980
C -4.434 -2.895 3.241
O -0.032 -3.161 2.883
C 1.004 -3.558 3.824
C 0.434 -4.698 4.618
H -2.690 -0.277 6.947
H -1.367 -1.438 6.988
H -2.888 -1.856 6.192
H -0.975 0.308 5.156
H -2.497 -0.203 4.427
H -2.514 -3.633 3.909
H -3.012 -4.247 2.316
H -4.438 -2.015 3.886
H -5.036 -3.670 3.730
H -4.924 -2.599 2.314
H 1.277 -2.691 4.415
H 1.851 -3.852 3.212
H -0.406 -4.360 5.225
H 1.204 -5.115 5.267
H 0.088 -5.482 3.922
F -3.516 2.285 -6.821
C -2.303 1.837 -7.215
F -1.538 2.905 -7.464
F -2.474 1.164 -8.349
C -1.687 1.005 -6.126
C -1.162 1.651 -5.025
C -0.682 0.911 -3.966
C -0.711 -0.480 -4.041
C -1.219 -1.121 -5.174
C -1.694 -0.378 -6.224
P 0.084 -1.456 -2.756
C -0.866 -2.988 -2.648
C -0.282 -4.215 -2.368
C -1.050 -5.360 -2.250
C -2.417 -5.282 -2.420
C -3.026 -4.065 -2.699
C -2.254 -2.919 -2.794
C -3.224 -6.545 -2.396
F -2.793 -7.343 -1.388
F -4.527 -6.296 -2.189
F -3.118 -7.227 -3.544
C 1.660 -1.884 -3.534
C 1.815 -2.979 -4.377
C 2.994 -3.158 -5.055
C 4.006 -2.222 -4.902
C 3.850 -1.085 -4.111
C 2.678 -0.933 -3.401
C 5.329 -2.450 -5.564
F 6.309 -2.500 -4.647
F 5.357 -3.587 -6.274
F 5.614 -1.447 -6.407
H -1.146 2.738 -4.975
H -0.248 1.401 -3.106
H -1.277 -2.207 -5.213
H -2.091 -0.868 -7.109
H 0.795 -4.296 -2.269
H -0.589 -6.325 -2.058
H -4.108 -4.019 -2.849
H -2.730 -1.962 -2.977
H 0.996 -3.683 -4.518
H 3.138 -4.017 -5.704
H 4.660 -0.368 -4.066
H 2.514 -0.044 -2.800
```

=====

Formula: C13H17BrGaO
Source: OMol25
Level of theory: the ωB97M-V functional and the def2-TZVPD basis

The HOMO energy comes out at -2.98 eV. The spin multiplicity is 1. The HOMO-LUMO gap is 4.881 eV. The lowest unoccupied orbital energy is 1.9 eV. Its total charge is -1. The total energy is -138222.6323 eV. The energy above the lowest of the compared OMol25 structures with the same formula, charge and spin comes out at 0.0 kJ/mol.

XYZ file:
```
33
C13H17BrGaO (the ωB97M-V functional and the def2-TZVPD basis)
C -1.837 -0.709 -0.119
C -2.465 -1.204 1.132
C -2.974 -0.127 1.836
H -2.545 -2.254 1.411
C -2.618 1.093 1.170
C -1.925 0.766 0.002
H -1.504 1.466 -0.727
H -1.946 -1.209 -1.092
H -3.602 -0.176 2.718
H -2.896 2.090 1.524
Ga 0.280 -0.886 -0.033
Br 1.020 -2.684 -1.165
C 1.854 0.712 -3.360
C 0.670 1.483 -3.580
C -0.333 0.604 -4.093
H 0.559 2.549 -3.403
C 0.230 -0.703 -4.185
C 1.593 -0.624 -3.768
H 2.314 -1.439 -3.770
H 2.796 1.082 -2.961
H -1.348 0.888 -4.376
H -0.289 -1.601 -4.514
C 2.461 0.182 2.121
C 1.204 -0.413 2.732
C 0.402 0.456 3.687
O 0.363 -0.999 1.773
H 2.287 1.062 1.484
H 2.948 -0.597 1.519
H 3.166 0.457 2.913
H 1.560 -1.280 3.297
H 0.032 1.381 3.220
H -0.475 -0.088 4.053
H 1.021 0.722 4.553
```

=====

Formula: C15H58N20O14
Source: OMol25
Level of theory: the ωB97M-V functional and the def2-TZVPD basis

The HOMO energy comes out at -7.67 eV. The spin multiplicity is 1. The HOMO-LUMO gap is 6.569 eV. The lowest unoccupied orbital energy is -1.1 eV. The total energy is -74955.5958 eV. The energy above the lowest of the compared OMol25 structures with the same formula, charge and spin comes out at 521.8 kJ/mol.

XYZ file:
```
107
C15H58N20O14 (the ωB97M-V functional and the def2-TZVPD basis)
C 4.881 20.011 7.364
C 5.080 19.615 8.747
O 6.165 18.790 8.806
H 4.872 19.210 6.679
H 5.602 20.698 6.939
H 3.956 20.554 7.200
H 4.211 19.056 9.212
H 5.273 20.540 9.323
H 5.896 18.142 9.437
C 1.608 19.249 5.633
O 0.407 19.340 6.328
N 2.114 18.027 5.406
N 1.903 19.758 4.451
H 1.418 17.421 6.030
H 3.115 17.903 5.817
H 1.230 20.593 4.190
H 2.909 20.116 4.197
C 7.357 15.708 6.186
O 7.098 15.332 4.932
N 6.832 16.777 6.675
N 8.125 15.145 6.990
H 6.116 17.173 6.050
H 6.709 17.006 7.643
H 8.306 14.194 6.646
H 7.856 15.383 7.990
C 5.140 13.311 10.298
O 4.824 12.272 9.528
N 4.803 14.518 9.934
N 5.693 13.284 11.482
H 4.269 14.496 9.111
H 5.085 15.409 10.330
H 5.944 12.343 11.846
H 6.265 14.057 11.963
C 1.854 11.515 10.222
O 2.719 10.995 11.168
N 1.582 12.817 10.069
N 1.158 10.788 9.452
H 2.015 13.531 10.763
H 0.871 13.244 9.487
H 1.219 9.817 9.499
H 0.450 11.203 8.853
C 3.658 15.695 7.272
O 3.963 17.042 7.188
N 4.185 14.884 6.422
N 2.825 15.187 8.156
H 5.100 15.144 6.054
H 4.041 13.905 6.517
H 2.566 15.809 8.988
H 2.463 14.214 8.197
C 2.386 13.292 3.820
O 1.388 13.364 4.749
N 3.346 14.210 3.819
N 2.492 12.406 2.833
H 3.517 14.558 4.773
H 4.243 13.903 3.411
H 1.753 11.728 2.910
H 3.394 12.203 2.259
C -0.565 16.285 6.410
O -1.657 17.128 6.336
N 0.391 16.482 7.214
N -0.508 15.173 5.693
H 0.339 17.360 7.836
H 1.209 15.933 7.591
H -1.395 14.793 5.331
H 0.390 14.617 5.630
C 4.312 17.218 3.383
O 5.042 16.858 4.431
N 3.369 16.572 2.788
N 4.046 18.421 3.032
H 3.388 15.531 3.108
H 3.491 16.420 1.793
H 4.716 19.012 3.508
H 4.510 18.604 2.109
C 1.849 15.777 11.163
O 0.496 15.941 11.307
N 2.642 14.819 11.569
N 2.478 16.673 10.392
H 2.365 14.187 12.440
H 3.611 14.555 11.069
H 1.963 17.552 10.386
H 3.452 16.888 10.499
C 7.043 12.350 6.654
O 6.052 12.936 5.864
N 6.804 11.784 7.763
N 8.292 12.462 6.259
H 5.911 11.902 8.268
H 7.490 11.492 8.443
H 8.641 12.981 5.427
H 9.094 12.083 6.836
C 3.585 11.148 6.705
O 2.964 12.244 7.294
H 3.687 10.354 7.458
H 4.503 11.395 6.335
H 2.935 10.745 5.932
H 2.720 12.051 8.180
C -1.491 14.033 9.177
O -0.320 13.869 8.498
H -2.153 14.554 8.521
H -1.333 14.703 9.991
H -1.747 13.064 9.545
H -0.173 14.670 7.994
C 6.841 14.374 1.884
O 5.989 13.937 2.952
H 6.860 15.474 1.862
H 6.502 14.047 0.894
H 7.845 13.963 2.005
H 6.272 14.307 3.801
```

=====

Formula: C3H8O
Source: OMol25
Level of theory: the ωB97M-V functional and the def2-TZVPD basis

The HOMO energy comes out at -9.24 eV. The spin multiplicity is 1. The HOMO-LUMO gap is 9.258 eV. The lowest unoccupied orbital energy is 0.0 eV. The total energy is -5283.6277 eV. The energy above the lowest of the compared OMol25 structures with the same formula, charge and spin comes out at 436.4 kJ/mol.

XYZ file:
```
12
C3H8O (the ωB97M-V functional and the def2-TZVPD basis)
C 0.158 -0.458 -1.443
C -0.315 0.174 -0.177
C -0.031 -0.344 1.159
O -0.229 0.475 2.144
H 0.913 -1.225 -1.251
H 0.615 0.321 -2.064
H -0.665 -0.885 -2.026
H 0.530 1.726 0.437
H -1.200 0.808 -0.227
H 0.830 -1.043 1.178
H -0.953 -1.011 0.893
H 0.369 1.607 1.258
```

=====

Formula: C4H7NO2
Source: OMol25
Level of theory: the ωB97M-V functional and the def2-TZVPD basis

The HOMO energy (spin up / spin down) comes out at -7.78 / -7.55 eV. The spin multiplicity is 1. The HOMO-LUMO gap (spin up / spin down) is 8.392 / 7.834 eV. The lowest unoccupied orbital energy (spin up / spin down) is 0.6 / 0.3 eV. The total energy is -9842.3679 eV. The energy above the lowest of the compared OMol25 structures with the same formula, charge and spin comes out at 473.9 kJ/mol.

XYZ file:
```
14
C4H7NO2 (the ωB97M-V functional and the def2-TZVPD basis)
C -2.171 0.757 0.752
N -0.927 0.767 1.456
C 0.213 0.445 1.201
C -0.003 -0.628 -1.131
O 0.908 0.188 -1.645
C 2.135 0.285 -1.321
O 1.378 0.285 1.301
H -2.196 1.035 -0.318
H -2.607 -0.235 0.830
H -2.776 1.474 1.281
H -0.889 -0.652 -1.744
H 0.364 -1.507 -0.605
H 2.645 1.119 -1.770
H 2.561 -0.411 -0.607
```

=====

Formula: C4H38BO27
Source: OMol25
Level of theory: the ωB97M-V functional and the def2-TZVPD basis

The HOMO energy comes out at -7.40 eV. The spin multiplicity is 1. The HOMO-LUMO gap is 8.971 eV. The lowest unoccupied orbital energy is 1.6 eV. Its total charge is -1. The total energy is -60730.2300 eV. The energy above the lowest of the compared OMol25 structures with the same formula, charge and spin comes out at 384.2 kJ/mol.

XYZ file:
```
70
C4H38BO27 (the ωB97M-V functional and the def2-TZVPD basis)
O 0.851 0.172 -2.856
C 1.085 -0.082 -1.670
O 0.812 -1.142 -1.093
B 1.137 -1.057 0.341
O 1.523 0.348 0.530
C 1.544 0.953 -0.660
O 1.832 2.146 -0.870
O 2.259 -1.925 0.754
C 1.723 -2.989 1.418
O 2.362 -3.913 1.939
C 0.195 -2.705 1.543
O -0.072 -1.522 1.037
O -0.550 -3.464 2.183
O -5.937 -2.985 0.592
H -6.206 -3.343 1.438
H -5.841 -2.045 0.748
O 0.691 8.645 -4.772
H 1.565 8.256 -4.820
H 0.852 9.582 -4.663
O 5.088 8.598 0.765
H 4.995 7.965 1.477
H 4.190 8.791 0.496
O 2.748 2.605 -10.596
H 2.744 3.532 -10.355
H 1.854 2.309 -10.426
O 4.205 -9.436 6.491
H 3.667 -8.757 6.084
H 3.800 -9.582 7.346
O -4.183 -3.009 -4.037
H -3.298 -3.366 -4.109
H -4.463 -3.239 -3.151
O -1.606 4.863 -7.222
H -0.994 4.205 -6.893
H -1.379 5.662 -6.746
O -7.794 -5.750 4.749
H -7.208 -6.313 5.255
H -8.663 -5.916 5.117
O 8.750 -4.657 4.306
H 7.828 -4.822 4.109
H 9.227 -5.068 3.584
O -3.408 -3.180 7.647
H -4.072 -3.622 8.176
H -3.088 -3.855 7.049
O 0.491 -2.521 -8.358
H 0.229 -1.950 -7.636
H -0.082 -2.269 -9.083
O -5.621 1.840 1.872
H -6.405 2.240 2.249
H -4.958 1.919 2.557
O -0.268 -9.891 3.116
H -0.786 -9.221 3.561
H 0.163 -9.425 2.399
O -2.735 6.689 -1.088
H -2.041 6.506 -1.721
H -3.467 7.005 -1.619
O -4.056 -7.190 -0.823
H -3.288 -6.898 -1.314
H -4.468 -6.381 -0.519
O -2.197 1.329 5.681
H -2.627 0.518 5.950
H -1.291 1.074 5.507
O 5.326 7.145 -5.520
H 5.495 7.087 -4.579
H 6.160 6.911 -5.928
O 5.231 3.994 2.943
H 4.633 3.453 2.428
H 6.011 3.450 3.055
O 0.707 7.774 2.563
H 0.307 7.267 1.857
H 0.774 8.662 2.213
```